Entry 1:
H6O3 | ωB97M-V with the def2-TZVPD basis set

Last column: Mulliken charge in e.
Positions of all 9 atoms, in Å:
O1 2.220 -2.901 -1.122  -0.641
H1 2.041 -2.077 -0.668  0.319
H2 2.995 -3.253 -0.684  0.313
O2 -3.202 1.751 0.601  -0.631
H3 -3.252 1.018 1.214  0.322
H4 -4.114 1.979 0.423  0.312
O3 1.231 0.815 -0.051  -0.631
H5 0.327 1.083 0.115  0.321
H6 1.754 1.585 0.172  0.318

Its energy above the lowest of the compared OMol25 structures with the same formula, charge and spin is 12.4 kcal per mole. The HOMO energy is -0.4128 hartree. As for the structure (SMILES): O.O.O. As for the lowest unoccupied orbital energy: 0.705 eV. As for the multiplicity: 1.

Entry 2:
H6O3 | ωB97M-V with the def2-TZVPD basis set

Last column: Mulliken charge in e.
Positions of all 9 atoms, in Å:
O1 -4.786 8.435 17.082  -0.644
H1 -3.992 8.390 17.614  0.296
H2 -4.500 8.186 16.203  0.379
O2 -3.460 7.124 14.946  -0.653
H3 -3.355 6.179 14.836  0.305
H4 -3.480 7.468 14.053  0.311
O3 -5.336 4.523 14.866  -0.639
H5 -4.678 3.881 14.600  0.321
H6 -5.643 4.215 15.718  0.323

Its energy above the lowest of the compared OMol25 structures with the same formula, charge and spin is 10.5 kcal per mole. The HOMO energy is -0.3921 hartree. As for the structure (SMILES): O.O.O. As for the lowest unoccupied orbital energy: 0.503 eV. As for the multiplicity: 1.

Entry 3:
H6O3 | ωB97M-V with the def2-TZVPD basis set

Last column: Mulliken charge in e.
Positions of all 9 atoms, in Å:
O1 2.097 0.478 1.103  -0.427
H1 2.899 0.608 0.567  0.393
H2 1.528 -0.126 0.598  0.387
O2 -0.213 -2.799 -6.030  -0.467
H3 0.017 -1.869 -5.858  0.372
H4 -0.558 -3.130 -5.187  0.371
O3 -1.767 1.911 4.760  -0.420
H5 -1.976 2.797 4.368  0.396
H6 -2.027 2.129 5.678  0.394

Its energy above the lowest of the compared OMol25 structures with the same formula, charge and spin is 31.6 kcal per mole. Its total charge is +1. As for the expectation value of S²: 0.76. The HOMO energy (spin up / spin down) is -0.6137 / -0.5024 hartree. As for the lowest unoccupied orbital energy (spin up / spin down): -2.666 / -12.213 eV. As for the multiplicity: 2.

Entry 4:
H6O3Sn | ωB97M-V with the def2-TZVPD basis set

Last column: Mulliken charge in e.
Positions of all 10 atoms, in Å:
Sn1 -1.291 -0.426 1.780  1.918
O1 -3.435 2.725 -0.598  -0.660
H1 -3.295 3.395 -1.267  0.334
H2 -4.386 2.624 -0.554  0.342
O2 2.790 -2.097 2.431  -0.658
H3 3.081 -2.181 3.340  0.348
H4 3.041 -2.924 2.021  0.347
O3 0.870 -0.437 -2.137  -0.654
H5 1.542 -1.056 -2.422  0.341
H6 1.083 0.377 -2.594  0.342

Its energy above the lowest of the compared OMol25 structures with the same formula, charge and spin is 77.0 kcal per mole. Its total charge is +2. The HOMO energy is -0.6489 hartree. As for the lowest unoccupied orbital energy: -13.603 eV. As for the multiplicity: 1.